# 1
DFT (ωB97M-V/def2-TZVPD) results for a molecular structure, C8H21NOP2RuS.

XYZ file:
```
35
Properties=species:S:1:pos:R:3:forces:R:3:lowdin_spin:R:1
Ru 0.3149 -0.0716 0.1669 -1.924 -1.678 -0.101 1.846
H 0.1284 -1.2602 1.3223 -0.135 0.226 0.236 0.109
H -2.2006 1.4718 3.9610 -1.233 1.193 1.703 0.293
P -0.0596 -2.2543 -0.3923 -0.586 -1.190 -0.477 0.157
P -0.0302 2.0599 -0.4712 -0.409 1.566 -0.092 0.187
C 1.4622 3.0502 -0.0926 -0.325 -0.068 -0.184 0.027
H 1.2529 4.0882 -0.3978 0.333 -0.272 0.200 0.004
H 1.6676 2.9841 0.9907 0.008 0.142 -0.527 0.003
H 2.3012 2.6258 -0.6714 -0.271 0.325 0.321 0.000
C -0.3594 2.3313 -2.2423 0.146 0.004 0.260 0.026
H -1.3741 1.9534 -2.4641 0.534 0.228 -0.089 0.002
H -0.2790 3.4159 -2.4250 -0.162 -0.442 -0.208 0.003
H 0.4083 1.7687 -2.8036 -0.506 0.418 0.057 0.002
C -1.3901 2.9426 0.3639 0.031 0.316 -0.143 0.074
H -1.2190 2.9303 1.4568 -0.144 0.211 -0.616 0.014
H -1.3772 3.9768 -0.0207 -0.236 -0.246 0.345 0.010
H -2.3546 2.4590 0.1244 0.454 0.266 0.167 0.004
C -0.1919 -2.2994 -2.1915 0.053 -0.272 -0.216 0.035
H -0.1476 -3.3257 -2.5637 -0.128 0.068 -0.106 0.007
H -1.1279 -1.8185 -2.4848 0.103 -0.080 -0.089 0.003
H 0.6471 -1.7153 -2.5791 -0.167 -0.241 -0.103 0.003
C 1.3545 -3.3446 -0.0209 0.002 0.267 0.291 0.024
H 1.5420 -3.3095 1.0616 0.023 -0.128 -0.325 0.002
H 1.1615 -4.3781 -0.3379 -0.013 0.313 0.032 0.004
H 2.2341 -2.9495 -0.5469 -0.182 -0.173 0.140 0.001
C -1.5805 -3.0803 0.2282 0.007 0.087 0.239 0.034
H -2.4521 -2.6684 -0.3202 0.473 -0.269 0.315 0.002
H -1.5312 -4.1817 0.0933 -0.031 0.686 0.000 0.005
H -1.6939 -2.8374 1.3052 0.022 -0.271 -0.653 0.004
C 2.0557 -0.0164 0.7808 6.064 0.880 2.410 0.187
O 3.1373 0.1150 1.1979 -2.996 -0.503 -1.204 0.145
H 0.7815 0.1107 -1.3450 0.199 -0.133 -0.315 0.060
S -1.5253 0.8010 2.8898 2.807 -1.867 -0.343 1.075
C -0.2041 0.3844 3.8492 -2.936 1.175 -1.100 0.232
N 0.6492 0.0419 4.5790 1.127 -0.537 0.174 0.416
```
Positions in Å, forces in eV/Å.

Energy above the lowest of the compared OMol25 structures with the same formula, charge and spin = 0.0 kcal/mol
Spin multiplicity = 6
HOMO energy (spin up / spin down) = -7.85 / -13.60 eV
Expectation value of S² = 8.788
Largest force on an atom = 6.58 eV/A
LUMO (spin up / spin down) = -2.476 / -6.922 eV
HOMO-LUMO gap (spin up / spin down) = 0.1975 / 0.2455 hartree
E_tot = -1622.6512 Ha
Net charge = +1

=====

# 2
DFT (ωB97M-V/def2-TZVPD) results for C5H9NO2 in the gas phase.

XYZ file:
```
17
Properties=species:S:1:pos:R:3:forces:R:3:mulliken_charge:R:1
C 0.4222 0.3906 2.4927 -0.963 -0.339 3.042 -1.248
C 0.5013 0.7583 1.0890 0.732 -0.489 -2.554 0.871
O 0.8051 1.8511 0.6372 -0.215 0.062 0.692 -0.632
N 0.2629 -0.2936 0.1995 0.286 0.016 0.400 0.105
C -0.0179 -1.6501 0.6171 -0.178 -0.655 -0.610 -1.134
C 0.4347 -0.0574 -1.2477 -0.937 2.401 1.943 -0.679
C -1.0136 0.0972 -1.7131 1.100 -1.044 -2.065 0.082
O -1.4182 -0.6684 -2.5594 -0.552 0.180 0.315 -0.478
H 0.3319 1.2164 3.1969 0.254 0.601 -0.572 0.340
H -0.5082 -0.1492 2.7187 0.272 -0.227 -0.336 0.309
H 1.2342 -0.2029 2.9414 -0.046 -0.060 -0.830 0.289
H -0.3903 -2.2223 -0.2414 0.608 0.135 -0.173 0.399
H -0.8750 -1.7811 1.2644 0.039 0.470 0.719 0.375
H 0.8751 -2.1329 1.0293 -0.263 -0.111 0.020 0.319
H 0.9444 0.9301 -1.2503 -0.259 -0.521 -0.460 0.365
H 1.0257 -0.7930 -1.7699 -0.238 -0.447 -0.056 0.338
H -1.6756 0.9008 -1.3530 0.359 0.029 0.525 0.379
```
Positions in Å, forces in eV/Å.

Energy above the lowest of the compared OMol25 structures with the same formula, charge and spin = 29.4 kcal/mol
SMILES = CC(=O)N(C)CC=O
HOMO energy = -9.31 eV
Largest force on an atom = 3.23 eV/A
LUMO = 0.734 eV
HOMO-LUMO gap = 0.3691 hartree
E_tot = -401.1299 Ha
Net charge = 0

=====

# 3
DFT (ωB97M-V/def2-TZVPD) results for C14H18N2O2S2 in the gas phase.

XYZ file:
```
38
Properties=species:S:1:pos:R:3:forces:R:3:mulliken_charge:R:1
C 3.8840 1.7507 -0.0191 -0.068 0.109 -0.038 -0.649
O 3.9600 0.4290 0.4696 -0.103 -0.088 -0.114 -0.352
C 3.9965 0.3158 1.8661 -0.105 -0.119 0.290 -0.345
C 2.6484 0.5908 2.5583 0.600 0.412 -0.051 -1.462
N 1.6047 -0.2539 2.0057 -0.060 -0.234 0.005 0.067
C 1.5538 -1.5563 2.4087 -0.082 -0.395 0.221 0.183
S 2.5070 -2.1978 3.5898 0.304 -0.322 0.417 -0.362
N 0.6327 -2.3701 1.8111 0.033 0.053 -0.052 -0.130
C -0.1889 -1.9104 0.8325 -0.292 0.579 -0.462 0.307
S -1.3516 -2.8513 -0.0237 0.174 0.457 0.038 -0.363
C -1.8181 -1.4389 -0.9538 0.314 -0.025 0.265 0.590
C -1.1108 -0.3343 -0.6109 -0.179 -0.217 -0.068 -0.333
C -0.1646 -0.5931 0.4282 -0.012 -0.687 0.209 -0.199
C 0.7586 0.3326 1.0468 -0.251 -0.115 -0.117 0.891
O 0.8281 1.5198 0.8073 -0.107 0.071 -0.096 -0.690
C -1.3386 0.9916 -1.2563 -0.015 0.080 -0.203 -0.536
C -2.1758 0.8412 -2.5255 -0.091 -0.049 0.090 -1.230
C -3.3745 -0.0924 -2.3232 -0.040 -0.015 -0.025 0.378
C -4.3118 0.4072 -1.2264 0.077 -0.063 -0.234 -1.601
C -2.8696 -1.5071 -2.0037 -0.131 -0.019 -0.258 -0.826
H 4.6582 2.3806 0.4344 0.036 -0.005 -0.025 0.317
H 2.9008 2.1958 0.1615 0.109 -0.005 -0.008 0.269
H 4.0540 1.6847 -1.0921 0.013 0.098 -0.001 0.225
H 4.7465 0.9948 2.2972 -0.033 -0.042 -0.011 0.377
H 4.2974 -0.7162 2.0638 -0.006 0.190 0.079 0.329
H 2.7492 0.3845 3.6255 -0.048 0.058 -0.136 0.530
H 2.3369 1.6246 2.4029 0.025 -0.173 0.058 0.466
H 0.6096 -3.3324 2.1218 0.122 0.225 0.043 0.300
H -1.8372 1.6504 -0.5406 0.062 0.072 0.008 0.295
H -0.3754 1.4520 -1.4823 -0.083 0.062 0.048 0.454
H -1.5490 0.4322 -3.3210 0.033 0.034 -0.068 0.366
H -2.5246 1.8232 -2.8483 0.013 0.013 -0.065 0.453
H -3.9378 -0.1345 -3.2618 0.059 -0.031 0.058 0.342
H -5.2190 -0.1927 -1.2034 -0.100 -0.038 0.052 0.439
H -3.8377 0.3427 -0.2509 0.021 0.028 0.165 0.329
H -4.5921 1.4417 -1.4094 -0.063 0.134 0.036 0.359
H -2.4529 -1.9654 -2.9071 -0.074 -0.023 0.001 0.354
H -3.6964 -2.1394 -1.6716 -0.053 -0.011 -0.050 0.459
```
Positions in Å, forces in eV/Å.

Energy above the lowest of the compared OMol25 structures with the same formula, charge and spin = 0.0 kcal/mol
SMILES = COCCn1c(=S)[nH]c2sc3c(c2c1=O)CC[C@H](C)C3
HOMO energy = -8.09 eV
Largest force on an atom = 0.80 eV/A
LUMO = 0.460 eV
HOMO-LUMO gap = 0.3143 hartree
E_tot = -1600.6880 Ha
Net charge = 0